{"formula": "C38H84O14", "method": "the ωB97M-V functional and the def2-TZVPD basis", "homo_ev": -9.27, "e_tot_ev": -69431.8248, "lumo_ev": 0.45, "homo_lumo_gap_ha": 0.3569, "symbols": ["C", "C", "O", "H", "H", "H", "H", "H", "H", "C", "C", "O", "H", "H", "H", "H", "H", "H", "C", "C", "O", "H", "H", "H", "H", "H", "H", "C", "C", "O", "H", "H", "H", "H", "H", "H", "C", "C", "O", "C", "H", "H", "H", "H", "H", "H", "C", "C", "O", "C", "H", "H", "H", "H", "H", "H", "C", "C", "O", "C", "H", "H", "H", "H", "H", "H", "C", "C", "O", "C", "H", "H", "H", "H", "H", "H", "C", "C", "O", "C", "H", "H", "H", "H", "H", "H", "C", "C", "O", "C", "H", "H", "H", "H", "H", "H", "C", "C", "O", "C", "H", "H", "H", "H", "H", "H", "C", "C", "O", "C", "H", "H", "H", "H", "H", "H", "C", "C", "O", "C", "H", "H", "H", "H", "H", "H", "C", "C", "O", "C", "H", "H", "H", "H", "H", "H"], "positions_angstrom": [[16.64918, 10.26640, 12.68884], [18.08336, 10.43826, 12.24245], [19.02300, 10.44824, 13.31729], [16.41817, 10.91078, 13.52810], [16.53482, 9.27510, 13.11229], [15.86829, 10.46622, 11.94012], [18.17302, 11.46922, 11.84734], [18.34722, 9.68865, 11.51266], [18.84446, 9.68210, 13.84657], [13.58688, 8.36411, 10.98955], [13.80484, 7.53365, 9.79482], [13.43032, 8.25655, 8.64372], [13.74683, 7.77108, 11.89691], [12.58836, 8.78095, 11.03859], [14.27700, 9.19832, 11.01195], [13.11794, 6.69424, 9.92862], [14.82918, 7.19449, 9.72406], [13.35094, 7.67086, 7.86738], [14.90433, 15.92472, 17.28809], [15.62497, 17.10623, 17.89339], [15.75970, 16.89956, 19.28547], [14.01171, 15.72170, 17.85610], [15.48321, 14.99396, 17.34368], [14.72042, 16.22184, 16.24742], [15.08000, 18.02347, 17.71494], [16.62022, 17.30254, 17.44302], [16.31187, 17.64376, 19.55477], [14.88364, 12.63228, 8.52348], [14.61656, 11.19094, 8.32249], [13.25133, 11.04445, 8.35053], [15.95531, 12.86965, 8.42675], [14.53930, 12.84470, 9.55188], [14.32281, 13.25139, 7.77848], [15.15041, 10.64327, 9.10509], [15.04139, 10.84728, 7.36362], [13.11127, 10.07429, 8.34475], [15.30313, 15.90427, 9.87045], [16.04287, 17.01280, 9.15531], [16.40720, 18.01490, 9.74314], [16.31164, 16.75474, 7.70921], [15.87429, 14.96978, 9.82681], [14.33955, 15.74647, 9.37586], [15.13113, 16.21354, 10.90081], [15.86505, 17.60582, 7.16655], [15.82569, 15.81421, 7.42690], [17.40843, 16.72296, 7.58049], [11.03756, 14.19695, 15.81737], [10.19876, 13.11236, 16.38933], [10.67817, 12.06043, 16.75457], [8.74240, 13.42332, 16.60785], [10.47671, 14.83479, 15.11762], [11.94939, 13.85727, 15.33630], [11.27434, 14.95434, 16.56707], [8.19877, 12.49829, 16.45206], [8.30515, 14.21507, 16.01817], [8.59359, 13.75975, 17.61657], [11.85104, 16.64077, 11.57136], [12.04348, 18.12195, 11.44856], [11.19556, 18.84961, 10.92607], [13.36152, 18.69423, 11.82515], [12.54680, 16.19578, 10.86215], [10.81408, 16.38919, 11.34414], [12.17394, 16.36563, 12.57570], [13.94876, 18.51901, 10.93192], [13.85454, 18.07207, 12.58154], [13.27729, 19.74869, 11.97414], [7.38289, 12.11744, 13.00673], [8.79066, 12.47528, 12.74156], [9.65209, 11.59962, 12.80697], [9.09545, 13.84149, 12.21598], [6.66416, 12.54754, 12.28570], [6.98383, 12.50610, 13.95558], [7.25036, 11.04610, 13.01797], [9.04985, 13.78520, 11.13491], [10.08476, 14.18332, 12.53164], [8.31578, 14.55689, 12.48664], [14.60552, 14.06703, 13.64734], [14.48805, 13.19243, 12.46982], [15.43801, 13.00508, 11.73318], [13.17374, 12.47362, 12.20757], [14.57630, 13.46527, 14.54506], [13.73763, 14.74709, 13.70935], [15.51887, 14.61725, 13.62631], [13.42292, 11.52663, 11.74041], [12.58541, 13.06039, 11.49359], [12.61068, 12.37683, 13.14636], [11.40544, 13.37869, 7.38497], [11.17062, 13.17675, 8.84194], [11.62832, 13.95399, 9.64630], [10.42506, 11.98812, 9.29729], [10.59087, 13.12347, 6.71231], [12.25654, 12.71767, 7.15991], [11.68927, 14.42148, 7.19241], [9.33379, 12.00832, 9.01738], [10.55400, 11.78569, 10.34785], [10.77679, 11.10118, 8.76783], [18.47236, 13.85177, 16.80677], [17.64969, 13.33596, 15.69863], [16.60944, 12.74296, 15.88377], [18.20190, 13.60340, 14.29951], [19.54746, 13.64095, 16.67700], [18.04672, 13.56361, 17.77656], [18.43873, 14.93969, 16.84331], [17.64543, 13.12306, 13.49657], [19.21283, 13.21999, 14.11816], [18.28126, 14.68483, 14.15893], [15.86514, 9.56877, 16.43457], [14.69912, 9.24635, 15.54970], [14.39047, 8.10018, 15.22949], [13.90038, 10.44656, 15.05833], [16.51839, 8.71309, 16.71807], [15.53157, 9.92896, 17.39351], [16.44444, 10.38988, 15.99793], [13.41686, 10.97892, 15.87654], [13.15044, 9.99574, 14.41398], [14.56900, 11.10999, 14.52222], [18.77135, 17.74655, 14.37195], [17.46999, 17.81209, 13.63144], [16.59578, 17.00715, 13.87452], [17.24564, 18.88541, 12.66658], [18.84920, 18.60563, 15.05501], [19.57924, 17.86591, 13.65835], [18.79464, 16.76239, 14.87539], [17.41873, 18.50229, 11.66375], [18.01167, 19.65005, 12.86349], [16.23674, 19.26863, 12.69254], [19.11735, 15.55161, 11.05694], [18.90605, 14.73516, 9.84762], [18.97838, 15.22276, 8.71917], [18.48426, 13.28993, 10.00258], [20.13962, 15.43138, 11.37343], [18.49924, 15.19469, 11.89893], [18.90892, 16.60651, 10.82551], [17.54177, 13.25934, 10.55067], [19.19222, 12.68703, 10.57019], [18.37107, 12.81639, 9.00514]], "atomic_forces_ev_per_a": [[-0.24, -0.33, 0.62], [-0.30, 1.81, 0.09], [-0.16, 0.23, -0.30], [0.20, 0.54, 0.11], [-0.30, -0.55, -0.17], [0.59, -0.21, -0.03], [0.04, -0.84, -0.26], [0.21, -0.14, -0.47], [0.00, -0.67, 0.57], [0.36, 0.80, 1.17], [-0.90, -0.94, 0.00], [-0.21, 0.10, -1.35], [0.03, 0.12, -0.11], [-0.32, -0.06, -0.12], [0.20, 0.27, 0.08], [0.27, -0.44, -0.36], [0.33, -0.22, -0.05], [0.15, 0.33, 0.68], [0.80, 0.26, -0.36], [0.46, -0.23, -0.22], [0.49, 0.45, 0.23], [-0.62, 0.18, -0.04], [0.12, 0.31, -0.23], [-0.29, -0.58, 0.12], [-0.53, 0.31, -0.12], [-0.28, -0.48, -0.03], [-0.12, -0.27, 0.56], [0.08, 1.36, 0.10], [1.74, 0.09, -0.80], [-1.35, -1.51, 0.14], [-0.34, -0.04, 0.14], [0.24, 0.42, -0.60], [0.42, -0.42, 0.64], [-0.20, -0.30, 0.18], [-0.09, -0.05, 0.06], [-0.27, 0.44, 0.17], [-0.03, 0.51, 0.21], [0.09, -0.32, 0.74], [-0.13, -0.25, -0.43], [-0.03, 0.45, -0.12], [-0.17, 0.13, 0.00], [0.07, -0.20, -0.03], [0.06, -0.21, 0.11], [0.37, -0.39, -0.10], [0.34, 0.23, -0.24], [-0.56, -0.03, -0.20], [-0.03, 1.33, -0.82], [0.32, -0.14, 0.46], [-0.26, 0.25, -0.27], [-0.26, -0.44, -0.23], [-0.02, -0.50, -0.18], [0.08, -0.19, 0.18], [0.25, -0.32, 0.46], [-0.26, -0.08, 0.15], [0.20, 0.17, -0.59], [0.05, -0.11, 0.78], [0.08, 0.61, 0.16], [-1.64, 1.33, -1.16], [0.80, -1.01, 0.81], [0.24, -1.34, -0.16], [-0.13, -0.38, -0.06], [0.28, -0.19, 0.07], [-0.20, -0.38, 0.04], [0.48, 0.18, -0.36], [-0.02, 0.62, 0.25], [0.15, 0.53, 0.46], [-1.83, 0.27, 0.26], [1.31, -1.41, -0.53], [-0.65, 1.20, 0.15], [-0.16, 0.44, 0.48], [0.54, -0.09, -0.06], [0.49, 0.01, 0.02], [0.12, -0.28, 0.03], [0.26, -0.07, -0.34], [-0.15, -0.08, -0.20], [0.14, 0.05, 0.21], [-1.01, 0.62, 0.35], [-0.26, -0.78, -0.71], [0.21, 0.07, -0.07], [0.44, 0.64, 0.48], [0.02, -0.28, 0.34], [0.29, -0.13, -0.06], [0.58, 0.49, 0.00], [-0.24, -0.25, 0.06], [0.00, 0.00, 0.07], [0.00, -0.24, -0.40], [0.55, 0.35, -0.60], [-0.19, 0.29, -0.07], [0.30, 0.57, 0.42], [-1.32, -1.38, -0.67], [-0.22, -0.25, 0.20], [-0.29, 0.19, -0.14], [0.02, -0.29, 0.14], [0.90, 0.37, 0.37], [-0.10, 0.23, 0.43], [0.18, 0.05, -0.12], [0.48, 0.65, 1.20], [0.15, -0.42, -1.35], [0.03, 0.08, -0.04], [0.32, -0.22, -0.22], [-0.49, -0.31, 0.20], [0.42, -0.35, -0.26], [-0.16, 0.31, -0.36], [-0.59, 0.28, 0.19], [0.05, -0.04, 0.68], [-0.29, -0.01, -0.10], [1.03, -0.58, 0.27], [-0.41, -1.03, -0.09], [0.48, 1.43, 0.35], [-0.01, -1.17, 0.02], [-0.50, 0.34, -0.74], [-0.51, 0.45, 0.34], [-0.02, -0.19, 0.08], [0.07, 0.05, 0.08], [-0.20, 0.43, -0.21], [-0.03, 0.23, -0.07], [-0.05, -0.32, 0.00], [-0.76, -0.61, 0.83], [-0.22, -0.51, 0.10], [1.16, 1.01, -0.42], [-0.08, -0.39, 0.03], [0.36, -0.15, -0.07], [0.31, 0.73, -0.01], [-0.04, -0.04, -0.17], [-0.48, 0.20, -0.30], [-0.20, 0.10, 0.10], [-0.59, 0.50, 0.83], [-0.58, -0.33, -2.25], [0.08, -0.37, 1.34], [0.15, -0.19, -0.61], [0.60, 0.08, 0.13], [0.08, 0.21, -0.37], [0.15, -0.34, 0.15], [-0.15, -0.04, 0.01], [0.20, 0.21, 0.12], [0.00, 0.41, 0.61]]}